1.
A structure of composition C16H17CaN3O4. Source: the OMol25 dataset; level of theory: wB97M-V/def2-TZVPD.

Values from the calculation:
E_LUMO	0.0	eV
orbital gap	0.3134	Ha

Structure (XYZ):
```
41
C16H17CaN3O4 | the OMol25 dataset | wB97M-V/def2-TZVPD
Ca -0.608 -0.574 -0.114
O 0.792 3.498 0.656
C 0.225 2.441 0.374
N 0.649 1.193 0.583
C 1.979 1.125 1.123
C 2.669 -0.151 0.701
C 4.023 -0.331 0.988
C 4.660 -1.486 0.592
C 3.933 -2.457 -0.089
C 2.599 -2.208 -0.325
N 1.966 -1.089 0.056
C -1.145 2.565 -0.316
C -1.778 3.797 -0.309
C -3.015 3.912 -0.917
C -3.593 2.799 -1.508
C -2.900 1.605 -1.464
N -1.698 1.489 -0.893
H 1.999 1.165 2.222
H 2.592 1.976 0.806
H 4.558 0.450 1.512
H 5.712 -1.634 0.801
H 4.383 -3.378 -0.430
H 1.990 -2.938 -0.848
H -1.282 4.629 0.169
H -3.532 4.863 -0.924
H -4.563 2.843 -1.982
H -3.315 0.694 -1.878
C -2.076 -4.294 1.685
C -1.660 -3.539 0.436
C -1.378 -4.465 -0.728
O -0.449 -2.768 0.726
C -2.792 -2.519 0.081
O -3.770 -2.990 -0.475
O -2.590 -1.303 0.421
H -1.319 -5.030 1.970
H -3.008 -4.820 1.480
H -2.233 -3.608 2.516
H -0.632 -5.215 -0.452
H -1.003 -3.918 -1.597
H -2.298 -4.965 -1.023
H 0.248 -3.347 1.056
```

These are the Löwdin partial charges, in e, on atoms 1 to 2: atom 1 (Ca): 1.5075, atom 2 (O): 0.0083

2.
An isolated molecule of C3H6INO2 in a non-equilibrium geometry. Source: the OMol25 dataset; level of theory: wB97M-V/def2-TZVPD.

Values from the calculation:
E_LUMO (spin up / spin down)	-0.8 / -0.8	eV
orbital gap (spin up / spin down)	0.3257 / 0.3257	Ha
SMILES string	C[C@H](O)[C@H](I)N=O

Structure (XYZ):
```
13
C3H6INO2 | the OMol25 dataset | wB97M-V/def2-TZVPD
C 1.162 0.835 -0.474
C 0.576 -0.518 -0.152
O 0.280 -1.285 -1.315
C -0.809 -0.309 0.829
I -1.789 -2.206 0.913
N -1.777 0.664 0.271
O -1.740 1.754 0.804
H 2.279 0.627 -0.749
H 0.438 1.340 -1.236
H 1.201 1.425 0.515
H 1.235 -1.104 0.343
H -0.624 -1.210 -1.564
H -0.433 -0.013 1.815
```

These are the Löwdin partial charges, in e, on atoms 1 to 2: atom 1 (C): -0.0710, atom 2 (C): -0.4535

3.
A structure of composition C3N2O3 in a non-equilibrium geometry. Source: the OMol25 dataset; level of theory: wB97M-V/def2-TZVPD.

Values from the calculation:
E_LUMO (spin up / spin down)	-0.9 / -0.9	eV
orbital gap (spin up / spin down)	0.3257 / 0.3257	Ha

Structure (XYZ):
```
8
C3N2O3 | the OMol25 dataset | wB97M-V/def2-TZVPD
C -0.975 0.674 -0.115
C 0.016 -0.062 0.424
C 1.301 -0.731 -0.987
N -1.701 1.259 -0.815
N 0.471 -0.497 1.438
O 2.153 -1.397 -0.625
O -2.514 1.871 -1.407
O 1.249 -1.117 2.087
```

These are the Löwdin partial charges, in e, on atoms 1 to 2: atom 1 (C): 0.0300, atom 2 (C): -0.1513